Arrangement one

An isolated ion of composition C6H10N and charge +1, computed with ωB97M-V/def2-TZVPD.

XYZ file:
```
17
Properties=species:S:1:pos:R:3:lowdin_charge:R:1
C 1.52891 -0.59009 -0.06805 -0.208
H 3.10758 0.57570 0.76909 0.072
C 2.70422 0.36924 -0.19698 -0.058
H 1.28945 -1.03651 -0.97644 0.101
C -0.57536 0.67297 0.93195 -0.052
H -1.92211 0.22421 -2.00595 0.133
H -0.17770 1.30584 1.73694 0.146
C -1.49709 0.00827 -1.00786 0.054
H -1.71635 -1.47646 0.59102 0.179
H 3.25341 -0.02185 -1.10415 0.112
N -2.19202 -0.80936 -0.02348 0.062
H 2.36808 1.42302 -0.39639 0.098
H 1.59463 -1.38092 0.66510 0.132
H -3.25062 -1.05061 -0.06271 0.228
C 0.25840 0.08151 0.18059 0.023
C -1.93207 0.56696 0.36937 -0.185
H -2.84136 1.13807 0.59798 0.163
```

Calculated values
**Net charge**: +1
**HOMO energy**: -13.9 eV



Arrangement two

A 2-piece molecular cluster, C6H10N overall, computed with ωB97M-V/def2-TZVPD.

XYZ file:
```
17
Properties=species:S:1:pos:R:3:lowdin_charge:R:1
H 4.29647 0.05446 -0.59254 0.118
H 3.11221 -1.27183 -0.78308 0.118
H 0.10034 -0.02667 -1.23367 0.099
H -2.93119 0.06243 1.69948 0.120
C -2.82388 -0.31939 0.69452 -0.053
C 1.41542 0.85441 0.31483 0.143
C -0.28022 -0.30692 -0.25626 -0.019
H -3.23765 0.36716 -1.40827 0.121
H 3.86068 -0.93152 0.80831 0.122
C -2.78160 0.65564 -0.47173 -0.058
H 0.16057 -1.16265 0.23645 0.092
C 3.47740 -0.48756 -0.11353 -0.031
N 2.49889 0.42580 0.21481 0.067
H -3.30789 -1.27617 0.55135 0.123
C -1.59676 -0.06788 -0.03770 -0.215
H 0.89373 1.71493 0.65440 0.134
H -2.85654 1.71575 -0.27736 0.118
```

Calculated values
**Net charge**: +1
**HOMO energy**: -14.0 eV



Arrangement three

An isolated ion of composition C6H10N and charge +1, computed with ωB97M-V/def2-TZVPD.

XYZ file:
```
17
Properties=species:S:1:pos:R:3:lowdin_charge:R:1
C 0.76603 2.68244 0.42854 -0.033
C -0.85918 -1.68978 -0.61599 -0.005
H 0.04567 0.29766 1.93253 0.179
H 1.51105 0.93121 -0.70407 0.180
H -0.88821 -3.71218 -0.00900 0.087
H 0.66329 -2.95196 0.36772 0.107
H -1.62321 1.28984 -0.20521 0.154
H 1.77426 3.00726 0.64829 0.098
H 0.10794 2.91588 1.25502 0.099
C 0.67587 1.27920 0.00000 -0.243
H -1.61245 -1.43623 -1.44136 0.193
C 0.15404 0.19978 0.84731 0.006
H 0.28685 -3.18704 -1.28484 0.093
C -0.17716 -2.99230 -0.34260 0.008
C -0.72781 0.77075 -0.24091 -0.039
N -0.51767 -0.57265 -0.15048 0.012
H 0.42069 3.16812 -0.48496 0.105
```

Calculated values
**Net charge**: +1
**HOMO energy**: -14.5 eV



Arrangement four

An isolated ion of composition C6H10N and charge +1, computed with ωB97M-V/def2-TZVPD.

XYZ file:
```
17
Properties=species:S:1:pos:R:3:lowdin_charge:R:1
C 1.67415 0.79491 -0.96209 -0.039
H 1.85849 -1.07557 0.39866 0.156
H -1.07946 1.17872 0.35840 0.105
H 1.02096 0.35732 0.99952 0.087
H -1.79040 -1.45188 3.00374 0.123
C -0.78991 -1.51470 0.99256 0.184
H 0.95320 1.54209 -0.96604 0.054
C -1.34616 0.25026 0.04875 -0.089
C -0.19519 -0.72196 -0.14970 -0.231
C -1.56318 -1.22605 2.02352 0.132
H -0.27029 -1.44851 -0.89925 0.143
H -3.08697 -0.69077 0.54758 0.174
H 2.66437 1.24607 -0.90172 0.098
C 1.19788 -0.18338 0.13394 -0.176
N -2.16958 -0.54729 0.92773 0.034
H -2.03149 0.43918 -0.85619 0.185
H 1.68636 0.25042 -1.84616 0.061
```

Calculated values
**Net charge**: +1
**HOMO energy**: -14.8 eV



Stability ranking, top and bottom: arrangement three is the most stable and arrangement one is the least stable.



Arrangement one

C7H6N2O as an isolated structure, computed with ωB97M-V/def2-TZVPD.

XYZ file:
```
16
Properties=species:S:1:pos:R:3:lowdin_charge:R:1
C 0.68741 1.43383 2.05238 -0.095
C -0.59960 -1.70571 -0.85670 -0.099
C 0.58119 -1.39478 -0.11465 -0.039
H -2.05961 -0.46804 -1.83526 0.085
H -0.39355 0.17520 -1.87689 0.092
C 0.17889 -0.16039 0.19765 0.048
C -1.05642 -0.56874 -1.47432 0.055
H 1.49334 -1.92519 0.06025 0.111
C -0.01024 0.95795 0.88648 -0.163
H -1.18037 -2.61175 -0.74797 0.115
H 1.43466 0.89547 2.59932 0.108
C -0.48300 3.06066 1.30461 -0.106
O -1.56623 2.05176 -0.51180 -0.090
H -0.91448 4.03757 1.25105 0.128
N 0.42474 2.69359 2.22952 0.066
N -0.75759 2.08125 0.45151 -0.215
```

Calculated values
**Net charge**: 0
**HOMO energy (alpha / beta)**: -7.9 / -7.9 eV



Arrangement two

One molecule with the formula C7H6N2O, computed with ωB97M-V/def2-TZVPD.

XYZ file:
```
16
Properties=species:S:1:pos:R:3:lowdin_charge:R:1
H -0.85780 -1.64482 -2.26241 0.095
C -0.48988 0.10787 0.53594 -0.101
C 0.25291 0.94583 1.38118 0.016
C -0.00108 -0.40295 -0.64082 -0.221
C -1.92899 -0.36437 0.65820 -0.398
H -0.16339 1.30290 2.32872 0.132
N -2.13488 -1.15688 -0.50940 0.078
H 3.12078 0.82762 -0.53189 0.118
H 1.80924 -0.32422 -1.93689 0.145
N 1.33432 -0.08945 -1.07333 0.094
C 2.08798 0.71981 -0.20176 -0.055
O -2.72427 -0.22926 1.56341 0.043
H 2.10216 1.91904 1.58854 0.096
H -2.97176 -1.67120 -0.56938 0.127
C -0.98275 -1.16878 -1.30211 -0.066
C 1.54741 1.22885 0.97200 -0.104
```

Calculated values
**Net charge**: 0
**HOMO energy**: -6.5 eV



Arrangement three

One molecule with the formula C7H6N2O, computed with ωB97M-V/def2-TZVPD.

XYZ file:
```
16
Properties=species:S:1:pos:R:3:lowdin_charge:R:1
C -0.19401 0.18278 1.02900 -0.128
O -0.14429 4.06648 1.92725 0.179
C 0.44152 -2.14138 0.27279 -0.205
C -0.41707 -0.40978 -1.29800 -0.046
H -0.26442 -2.98833 0.72491 0.149
H 0.70379 2.04180 -1.62505 0.158
H 1.34276 -2.59448 0.04510 0.073
H -0.63361 -2.63125 -1.56608 0.138
H 0.24009 -1.45056 2.44211 0.095
C 0.11927 1.80049 -0.71885 -0.166
H -0.96149 0.10662 -2.18659 0.143
C -0.19561 -1.71555 -0.99552 -0.100
N -0.01724 0.54590 -0.24568 -0.117
N -0.15491 2.89294 -0.15713 0.156
C 0.22455 -1.04744 1.37060 -0.137
C -0.08933 3.34177 0.98113 -0.192
```

Calculated values
**Net charge**: 0
**HOMO energy (alpha / beta)**: -7.3 / -7.3 eV



Stability ranking, top and bottom: arrangement two is the most stable and arrangement one is the least stable.



Arrangement one

A 2-piece molecular cluster, CH4O3 overall, computed with ωB97M-V/def2-TZVPD.

XYZ file:
```
8
Properties=species:S:1:pos:R:3:lowdin_charge:R:1
C -0.18398 0.57619 1.67292 -0.382
H 1.78577 -0.95158 -2.89774 0.026
O -0.59280 -0.07592 2.58604 0.068
H 0.80016 1.03141 1.62706 0.136
H 0.66330 -0.65558 -3.97966 0.036
H -1.65322 0.08358 0.65332 0.116
O 1.54757 -1.01217 -3.82407 -0.062
O -0.94087 0.73313 0.56691 0.061
```

Calculated values
**Net charge**: 0
**HOMO energy**: -11.2 eV



Arrangement two

A 2-piece molecular cluster, CH4O3 overall, computed with ωB97M-V/def2-TZVPD.

XYZ file:
```
8
Properties=species:S:1:pos:R:3:lowdin_charge:R:1
C -0.80720 -0.29816 -0.67766 -0.281
O -0.69181 -1.04456 0.25959 0.078
H 0.35403 -0.41116 1.29559 -0.041
O 0.10602 0.74267 -0.92044 0.037
H -1.58739 -0.21583 -1.46008 0.145
H -0.24905 1.20586 -1.72753 0.122
O 1.00759 0.07886 1.84422 -0.103
H 1.86779 -0.05767 1.38632 0.044
```

Calculated values
**Net charge**: 0
**HOMO energy**: -10.3 eV



Stability ranking, top and bottom: arrangement one is the most stable and arrangement two is the least stable.